# 1
{
  "formula": "C6H8O2",
  "method": "ωB97M-V with the def2-TZVPD basis set",
  "elements": ["C", "C", "C", "C", "O", "O", "C", "C", "H", "H", "H", "H", "H", "H", "H", "H"],
  "positions_angstrom": [[1.05609, -0.29248, -0.38307], [-1.96359, 0.81817, 0.70552], [1.65256, 0.40724, 0.58142], [2.65276, 0.94045, 1.21177], [-2.28325, -0.52163, 0.35158], [0.76956, 0.29013, -1.60306], [-1.51475, -1.16462, -0.51436], [-1.32041, -2.00801, -1.36837], [0.08186, -0.23232, -2.03973], [1.14144, -1.37398, -0.30804], [-1.81603, 1.40843, -0.20791], [-2.73763, 1.22657, 1.35211], [-1.01656, 0.79048, 1.26110], [2.55275, 1.48204, 2.14111], [3.65489, 0.98444, 0.80651], [-0.90969, -2.75491, -1.98659]],
  "atomic_forces_ev_per_a": [[2.08, 0.88, 0.33], [1.34, 0.40, 0.00], [-0.27, -0.96, -1.71], [-0.08, 0.82, 0.81], [0.45, -0.73, -0.46], [-0.30, -0.26, 0.67], [-2.28, -0.61, -0.01], [0.22, 0.86, 0.78], [-0.02, -0.01, 0.15], [-0.59, 0.17, -0.10], [-0.20, 0.05, 0.30], [-0.17, -0.28, -0.29], [-0.25, 0.28, -0.12], [-0.19, -0.01, 0.23], [0.05, -0.34, -0.27], [0.20, -0.26, -0.31]],
  "homo_ev": -8.8,
  "total_energy_ev": -10440.8078,
  "smiles": "C=C=CO.C#COC",
  "fmax_ev_per_a": 2.4,
  "relative_energy_kcal_mol": 136.5,
  "lumo_energy_ev": 0.81
}

=====

# 2
{
  "formula": "C6H8O2",
  "method": "ωB97M-V with the def2-TZVPD basis set",
  "elements": ["C", "C", "C", "C", "O", "C", "C", "O", "H", "H", "H", "H", "H", "H", "H", "H"],
  "positions_angstrom": [[-0.33385, 1.53132, 0.50726], [-0.25703, -1.01583, 1.06891], [-0.35126, -1.47197, -0.34577], [0.57513, 0.33567, 0.85265], [-1.62916, 1.19816, 0.06943], [0.80076, -0.53445, -1.10518], [1.51897, -0.31419, -2.04302], [1.61869, 0.51393, 1.45409], [-1.85626, 1.78556, -0.66897], [0.21107, 2.09709, -0.26003], [-0.40079, 2.15054, 1.39785], [-1.22867, -0.78507, 1.50001], [0.35717, -1.66009, 1.69457], [-1.27839, -1.18646, -0.83640], [-0.02309, -2.49319, -0.51689], [2.27672, -0.15103, -2.76850]],
  "atomic_forces_ev_per_a": [[1.17, 0.52, -1.14], [1.14, 1.62, 0.01], [2.36, 1.84, -1.98], [-1.92, -0.50, 4.38], [-0.27, -0.03, -0.52], [-2.67, -3.16, -0.24], [0.66, 0.25, -0.10], [-0.27, 0.03, -1.28], [0.08, -0.40, 0.39], [-0.15, 0.12, 0.19], [0.18, -0.09, 0.31], [0.09, -0.11, 0.21], [-0.17, 0.00, 0.05], [0.03, -0.34, 0.02], [-0.29, 0.00, -0.19], [0.02, 0.26, -0.10]],
  "homo_ev": -9.2,
  "total_energy_ev": -10442.6262,
  "smiles": "C#CCCC(=O)CO",
  "fmax_ev_per_a": 4.8,
  "relative_energy_kcal_mol": 94.6,
  "lumo_energy_ev": 0.20
}

=====

# 3
{
  "formula": "C6H8O2",
  "method": "ωB97M-V with the def2-TZVPD basis set",
  "elements": ["C", "C", "C", "C", "C", "C", "H", "H", "H", "H", "H", "H", "H", "H", "O", "O"],
  "positions_angstrom": [[-2.13112, 0.11954, -0.23970], [-0.68944, -0.28949, -0.07435], [-0.03003, -0.40036, 1.09909], [1.33688, -0.59487, 0.68628], [0.44244, -0.44872, -1.01082], [1.52694, 0.44906, -0.42227], [-2.76930, -0.83023, -0.49786], [-2.28076, 0.91911, -1.06811], [-2.51346, 0.46224, 0.82611], [-0.43559, -0.30239, 2.12683], [2.17664, -0.81632, 1.44958], [0.23498, -0.61598, -2.03444], [2.40442, 0.51520, -1.08147], [0.39632, 1.58450, 0.68374], [1.18822, -1.51424, -0.38991], [1.14284, 1.76294, -0.05269]],
  "atomic_forces_ev_per_a": [[-1.35, -0.62, 0.37], [-1.24, 0.80, 1.89], [-2.84, 0.62, 1.59], [4.51, -0.87, 1.22], [0.04, -0.84, -0.77], [-0.88, 3.00, 0.14], [1.05, 1.84, 0.21], [0.18, -1.33, 1.59], [0.61, -0.39, -2.40], [0.37, -0.10, -0.88], [-1.48, 0.18, -1.25], [-0.01, 0.06, -1.14], [-0.02, -0.30, 0.78], [2.25, 0.79, -2.45], [0.29, -2.33, -0.77], [-1.48, -0.52, 1.88]],
  "homo_ev": -9.3,
  "total_energy_ev": -10442.9856,
  "fmax_ev_per_a": 4.8,
  "relative_energy_kcal_mol": 86.3,
  "lumo_energy_ev": 0.81
}